The following is a quantum chemistry calculation of a molecular structure, C13H15CoN5O8P2S in a non-equilibrium geometry, from the Open Molecules 2025 dataset.

Structure (XYZ):
```
45
Properties=species:S:1:pos:R:3:forces:R:3:mulliken_spin:R:1
Co 0.723 -0.521 -0.014 -0.5 0.4 0.8 0.988
C -2.131 -2.853 2.155 -0.2 0.4 -0.1 0.001
C -0.913 -2.276 1.449 0.0 -0.3 0.2 -0.009
O -1.063 -0.927 0.913 -0.6 -0.2 0.3 -0.011
P 0.543 -2.131 2.522 0.2 0.2 -0.2 -0.001
O 1.093 -3.557 2.798 0.1 0.3 0.3 0.000
O -0.010 -1.587 3.912 0.2 -0.1 0.1 0.000
O 1.418 -1.113 1.855 0.4 -0.5 0.2 0.008
P -0.401 -3.296 -0.033 0.0 0.5 0.2 0.007
O -1.764 -3.886 -0.626 0.1 -0.2 -0.1 0.001
O 0.457 -4.393 0.510 -0.1 -0.1 -0.4 0.002
O 0.110 -2.231 -0.961 0.1 -0.6 -0.5 0.026
H -2.350 -2.315 3.079 0.0 0.0 0.0 0.000
H -1.953 -3.900 2.407 0.1 0.1 0.0 0.000
H -2.991 -2.800 1.489 0.0 0.0 0.0 0.000
H -1.322 -0.302 1.606 -0.1 0.0 0.0 -0.003
H 1.036 -4.075 1.930 -0.1 -0.2 -0.2 0.000
H 0.651 -1.070 4.398 -0.1 0.0 -0.1 0.000
H -1.753 -4.853 -0.601 -0.1 0.1 0.1 0.000
N 3.022 -0.392 -3.003 0.1 0.0 -0.2 -0.002
C 2.676 0.301 -1.892 0.1 -0.7 0.5 0.004
O 2.358 -0.429 -0.873 0.5 0.5 -0.5 -0.020
C 2.702 1.691 -1.886 -0.2 0.7 -0.1 0.019
C 2.459 2.393 -0.664 0.1 -0.2 -0.4 -0.001
N 2.269 2.927 0.341 0.0 0.0 -0.1 -0.003
C 2.885 2.393 -3.120 -0.1 0.0 0.5 0.000
N 2.993 2.940 -4.132 0.1 -0.2 0.0 0.002
H 3.154 -1.381 -2.881 0.0 0.0 0.0 0.000
H 3.531 0.071 -3.738 0.0 0.0 0.0 0.000
N -0.298 0.075 -3.008 0.0 0.1 0.0 0.000
C -0.612 1.017 -2.113 0.0 -0.1 0.1 0.006
N -0.291 0.930 -0.848 0.0 0.4 -0.2 -0.015
C -0.804 2.006 -0.106 0.2 -0.4 -0.2 -0.034
C -0.646 2.209 1.261 0.0 0.0 0.0 0.020
C -1.224 3.329 1.835 0.0 0.0 0.0 0.009
C -1.938 4.247 1.063 0.0 0.0 0.0 0.000
C -2.077 4.061 -0.302 0.0 0.0 0.0 -0.001
C -1.505 2.931 -0.869 -0.1 0.2 -0.1 -0.008
S -1.509 2.439 -2.545 -0.1 0.1 -0.1 -0.001
H 0.111 -0.793 -2.692 0.0 0.0 0.1 -0.001
H -0.523 0.182 -3.979 0.0 0.0 0.0 0.000
H -0.027 1.534 1.847 0.0 0.1 0.0 0.015
H -1.098 3.508 2.896 0.0 0.0 -0.1 0.000
H -2.371 5.121 1.530 0.0 0.0 0.0 0.000
H -2.614 4.780 -0.909 0.0 0.0 0.0 0.000
```
Positions in Å, forces in eV/Å.

Properties
**Energy above the lowest of the compared OMol25 structures with the same formula, charge and spin**: 0.4 kcal/mol
**Spin multiplicity**: 2
**Total charge**: 0
**Frontier orbital gap (alpha / beta)**: 0.2999 / 0.3005 hartree
**Largest force on an atom**: 0.020 Eh/bohr